No. 1
A structure of composition C8H11ClN2O2S at a distorted geometry. Source: OMol25; level of theory: ωB97M-V/def2-TZVPD.

```
25
Properties=species:S:1:pos:R:3:nbo_charge:R:1
C -1.2235 0.4714 -1.4899 -0.26
C -0.1224 0.1948 0.6170 -0.33
C -2.3806 0.8263 -0.8138 0.06
C -0.0683 0.1492 -0.7800 0.04
C -1.3389 0.5377 1.1245 0.27
C 1.3165 -1.8362 -1.2920 -0.61
C 2.4316 0.3940 -0.9119 -0.63
C 1.1997 -0.3179 -1.4843 0.22
N -2.4237 0.8369 0.5155 -0.44
N -2.4886 -0.4486 4.1088 -1.06
O -0.0607 -0.4787 3.6858 -0.90
O 1.1061 -0.0929 -2.8796 -0.71
S -1.2987 0.1920 3.4292 1.77
Cl -1.0215 2.2422 4.0515 -0.32
H -1.2187 0.4191 -2.5678 0.24
H 0.7103 -0.0465 1.2536 0.26
H -3.2962 1.0859 -1.3246 0.21
H 2.2826 -2.1739 -1.6533 0.22
H 1.2097 -2.1000 -0.2433 0.22
H 0.5381 -2.3329 -1.8658 0.23
H 3.2878 0.1881 -1.5507 0.23
H 2.6588 0.0374 0.0876 0.22
H 2.2722 1.4709 -0.8698 0.21
H -3.3894 -0.0469 3.9206 0.39
H 1.3180 0.8287 -3.0673 0.47
```

## Properties
Total charge: 0
Lowest unoccupied orbital energy (eV): -0.8

No. 2
A cluster of 2 separate species, C8H11ClN2OS in total at a distorted geometry. Source: OMol25; level of theory: ωB97M-V/def2-TZVPD.

```
24
Properties=species:S:1:pos:R:3:nbo_charge:R:1
C 3.0006 -1.7712 0.0105 -0.35
C 2.2515 -2.9267 0.4043 -0.03
C 2.0614 -0.7989 -0.1666 0.11
C -1.7860 1.1512 0.9118 -0.40
C -1.7160 1.7837 -0.4937 -0.43
C -0.5232 0.3493 1.0463 -0.44
C -1.6799 0.7252 -1.5207 -0.07
C -0.4046 -0.7505 -0.0811 0.27
N 1.0067 -2.6592 0.3647 -0.25
N 0.8752 -1.3265 0.0832 -0.23
O -0.6024 -0.1817 -1.3717 -0.53
S 2.0556 3.2567 0.6023 -0.08
Cl 2.2976 0.7704 -0.7828 0.11
H 4.1331 -1.6260 0.1995 0.24
H 2.6008 -3.9920 0.4825 0.22
H -1.7914 1.9193 1.7079 0.22
H -2.7449 0.5788 0.7451 0.20
H -2.5767 2.5436 -0.5576 0.22
H -0.8050 2.3556 -0.5643 0.20
H 0.2367 1.0362 0.9374 0.22
H -0.6374 -0.1797 1.9838 0.22
H -2.5709 0.1936 -1.6321 0.17
H -1.4738 1.1510 -2.5064 0.20
H -1.2069 -1.6025 0.1978 0.20
```

## Properties
Total charge: 0
Lowest unoccupied orbital energy (alpha / beta) (eV): -2.5 / -2.5

No. 3
A cluster of 2 separate species, C8H11ClNPS in total at a distorted geometry. Source: OMol25; level of theory: ωB97M-V/def2-TZVPD.

```
23
Properties=species:S:1:pos:R:3:nbo_charge:R:1
C 3.2949 -1.5362 0.1446 -0.17
C 3.2229 -0.2255 0.5883 -0.22
C 2.3131 -2.0521 -0.6867 -0.21
C 2.1654 0.5833 0.2059 -0.12
C 1.2523 -1.2561 -1.0799 -0.18
C 1.1824 0.0527 -0.6152 -0.46
C -1.2072 0.8460 1.2832 -0.42
C -2.8130 1.1777 -0.5148 -0.42
N -1.4668 0.8020 -0.1388 -0.72
P -0.2171 1.0487 -1.1993 1.50
S -0.6445 1.0267 -3.0768 -0.36
Cl 0.7273 3.7389 0.2514 -0.71
H 4.1250 -2.1599 0.4409 0.22
H 3.9971 0.1688 1.2287 0.23
H 2.3707 -3.0719 -1.0367 0.22
H 2.0913 1.6136 0.5226 0.27
H 0.4844 -1.6361 -1.7398 0.23
H -1.9073 0.1811 1.7921 0.21
H -0.1880 0.5176 1.4816 0.23
H -1.3223 1.8635 1.6667 0.23
H -2.8999 1.1950 -1.5994 0.24
H -3.5113 0.4378 -0.1165 0.21
H -3.0770 2.1617 -0.1184 0.21
```

## Properties
Total charge: 0
Lowest unoccupied orbital energy (alpha / beta) (eV): -1.8 / -1.8

No. 4
A structure of composition C8H11F6NiO5 at a distorted geometry. Source: OMol25; level of theory: ωB97M-V/def2-TZVPD.

```
31
Properties=species:S:1:pos:R:3:nbo_charge:R:1
Ni 2.3851 3.8118 -2.4323 1.36
O 1.7722 2.3678 -1.4545 -0.89
H 1.1923 1.6932 -1.0672 0.52
C -0.7446 1.1882 0.5943 -0.64
C 0.0826 2.2466 1.3381 -0.09
O -0.7110 2.8974 2.3099 -0.47
C -0.7149 2.2809 3.4831 0.69
O -0.1668 1.2677 3.7441 -0.53
C -1.5206 3.0110 4.5772 0.90
F -2.3265 3.9174 4.0292 -0.31
F -2.2469 2.1591 5.2576 -0.29
F -0.6882 3.6295 5.3992 -0.30
H -1.5602 1.6374 0.0329 0.22
H -1.1164 0.4912 1.3452 0.25
H -0.1293 0.6034 -0.0999 0.18
H 0.3592 3.0088 0.6044 0.17
H 0.9937 1.8094 1.7426 0.21
C 1.6580 -0.8401 -2.5317 -0.63
C 0.3097 -1.5299 -2.5955 -0.08
O 0.4141 -2.7696 -1.8744 -0.49
C -0.5025 -3.7017 -2.1068 0.69
O -1.3410 -3.6440 -2.9575 -0.53
C -0.2955 -4.9331 -1.2017 0.90
F -1.4774 -5.5124 -0.9870 -0.29
F 0.4935 -5.8199 -1.8302 -0.30
F 0.2665 -4.6114 -0.0425 -0.30
H 1.5377 0.0996 -3.0796 0.19
H 2.4814 -1.4118 -2.9565 0.24
H 1.9767 -0.6504 -1.5009 0.20
H 0.0796 -1.7615 -3.6340 0.21
H -0.4606 -0.9346 -2.1054 0.18
```

## Properties
Total charge: +1
Lowest unoccupied orbital energy (alpha / beta) (eV): -7.6 / -8.6
Multiplicity: 3

How do the records compare in relative energy (zero: lowest compared OMol25 entry of this formula, charge and spin)? In the order shown, they have 28.5, 22.7, 11.0, 48.5 kcal per mole.